Record 1
16
Properties=species:S:1:pos:R:3:forces:R:3:mulliken_charge:R:1 method="wB97M-V/def2-TZVPD" mol_weight_g_mol=60.140 s_squared=0.7529 e_tot_ev=-4329.9333 multiplicity=2 e_above_lowest_ev=1.299 charge=+1 orbital_gap_ev="13.7 / 2.9"
C -2.008392 -0.582273 -0.918452 -0.15 -2.11 -1.39 -0.764
C -1.891753 -2.087477 -1.191281 -2.46 2.68 0.55 -0.598
H -1.363774 -0.059485 -1.543205 1.70 1.14 -1.03 0.356
H -2.974719 -0.075000 -1.000674 -0.50 -0.62 0.52 0.367
H -1.648447 -0.348130 0.096813 0.15 0.24 0.88 0.274
H -2.193015 -2.373724 -2.305761 0.02 0.15 1.37 0.330
H -0.882035 -2.423778 -1.186616 1.12 -0.44 0.02 0.343
H -2.600016 -2.480550 -0.440965 0.23 -1.01 -0.89 0.299
C 1.823803 0.632074 1.429107 1.98 2.69 0.08 -0.451
C 2.091669 1.988852 0.694070 1.30 -2.30 -0.59 -0.711
H 2.592374 -0.091718 1.207723 0.13 -0.51 -0.43 0.294
H 1.850244 0.823933 2.519932 -0.56 -0.19 -0.46 0.303
H 0.875883 0.216771 1.142371 -1.09 -0.65 -0.09 0.036
H 2.912799 2.047461 -0.112262 -1.22 -0.40 1.28 0.301
H 1.184528 2.267555 0.167073 -0.94 0.22 -0.77 0.304
H 2.154219 2.789608 1.374911 0.31 1.12 0.95 0.318

---

Record 2
13
Properties=species:S:1:pos:R:3:forces:R:3:mulliken_charge:R:1 method="wB97M-V/def2-TZVPD" mol_weight_g_mol=107.112 e_tot_ev=-9837.3924 smiles=c1cnc2c(c1)OC2 e_above_lowest_ev=1.815 charge=0 orbital_gap_ev=10.1
C 1.262622 1.035453 0.898615 -1.66 -0.62 0.10 -0.207
C -0.022364 1.092110 1.431928 0.45 0.34 0.20 -0.210
N -1.043690 0.399467 0.911201 -2.05 -0.51 0.96 -0.679
C -0.857375 -0.365108 -0.140474 1.07 0.97 2.26 0.400
C 0.365706 -0.420014 -0.720336 -0.65 -1.29 -2.80 0.607
C 1.473808 0.144014 -0.189258 4.09 2.00 0.27 -0.703
O -0.130850 -1.119560 -1.913344 -0.13 -0.38 1.85 -0.427
C -1.468449 -1.321344 -1.148033 -0.61 3.87 -0.60 -0.228
H 1.961463 1.739220 1.349424 0.47 -0.72 -0.38 0.360
H -0.167636 1.712039 2.362645 -0.34 -0.68 -1.25 0.319
H 2.606593 0.152990 -0.457449 -2.42 -0.60 -0.45 0.263
H -1.562981 -2.345417 -0.821313 -0.33 -0.13 -0.25 0.270
H -2.416846 -0.703849 -1.563608 2.12 -2.24 0.09 0.234

---

Record 3
58
Properties=species:S:1:pos:R:3:forces:R:3:mulliken_charge:R:1 method="wB97M-V/def2-TZVPD" mol_weight_g_mol=783.971 s_squared=3.8105 e_tot_ev=-324137.8951 multiplicity=4 e_above_lowest_ev=0.000 charge=-2 orbital_gap_ev="5.1 / 5.4"
V -0.423209 1.288177 1.621972 0.00 0.37 -0.19 -0.189
Se -1.754213 3.818506 1.277088 -0.20 -0.06 -0.13 -0.597
Sb 0.046952 4.485260 2.778154 0.17 -0.16 0.38 0.217
Se 1.642778 2.724135 1.993686 0.28 -0.05 0.03 -0.641
Se -1.418202 0.328431 3.452556 -0.16 -0.17 0.20 -0.864
Se 1.052760 6.688129 3.082965 -0.08 0.06 -0.20 -0.704
C 2.243133 -0.680105 4.050201 -0.03 0.00 0.00 -1.308
C 1.490965 -1.575015 3.066520 0.01 0.04 0.07 -0.385
P 1.117799 -0.690685 1.507634 -0.04 -0.01 -0.09 0.853
C 2.809938 -0.403711 0.822698 0.01 -0.10 -0.04 0.015
C 3.740597 -1.602724 0.661205 0.01 0.00 0.00 -1.552
C 0.394113 -1.974650 0.387869 0.01 0.04 0.08 0.499
C 0.718694 -3.441980 0.659149 0.04 0.04 0.02 -1.580
H 2.350367 -1.184448 5.013567 0.01 0.01 0.01 0.406
H 1.688062 0.245696 4.208265 0.00 -0.01 0.00 0.222
H 3.242295 -0.420540 3.691155 0.00 -0.01 -0.01 0.294
H 0.509308 -1.809714 3.482345 -0.01 -0.04 0.01 0.438
H 2.036947 -2.504252 2.880763 -0.01 0.00 -0.04 0.508
H 3.256936 0.346368 1.479488 0.00 0.02 -0.01 0.417
H 2.676151 0.091295 -0.140943 0.01 0.01 0.05 -0.145
H 3.849321 -2.159717 1.594267 0.01 0.00 -0.01 0.332
H 4.738641 -1.278554 0.352692 -0.01 0.00 0.00 0.445
H 3.372322 -2.292841 -0.100683 0.00 0.01 0.01 0.264
H 0.675859 -1.679798 -0.628803 0.01 -0.02 0.00 0.154
H -0.685426 -1.823091 0.444502 0.02 0.02 0.01 -0.522
H 1.791903 -3.640817 0.654151 -0.02 -0.02 0.00 0.282
H 0.255292 -4.084875 -0.093670 -0.01 0.02 -0.01 0.455
H 0.331502 -3.743910 1.633306 0.00 -0.02 0.01 0.338
C 2.130839 0.993144 -2.574716 -0.02 0.00 -0.01 -1.974
C 0.874621 1.409362 -1.813222 0.00 0.00 -0.01 3.079
C 0.674673 2.925663 -1.881926 -0.01 -0.02 0.00 -1.602
C -0.377169 0.680927 -2.255498 0.11 0.05 0.01 0.259
C -0.575913 0.302702 -3.575704 0.01 0.01 -0.02 -0.382
C -1.756813 -0.295031 -3.993304 -0.04 0.00 0.06 -1.247
C -2.763255 -0.495588 -3.055618 0.06 -0.02 -0.10 -0.838
C -2.613747 -0.139575 -1.723843 -0.04 -0.03 0.11 0.464
C -3.775316 -0.344675 -0.770149 0.01 0.05 0.04 0.240
C -3.489076 -1.344210 0.353881 0.02 -0.02 -0.04 -1.137
C -4.275311 0.982205 -0.189666 -0.02 -0.01 0.00 -1.391
C -1.392608 0.441270 -1.296707 0.00 -0.06 0.07 0.424
O -1.212050 0.751613 -0.040579 -0.08 0.04 -0.22 1.162
H 3.009842 1.460920 -2.124469 0.00 0.01 0.00 0.409
H 2.093487 1.310289 -3.620763 0.00 0.01 0.01 0.488
H 2.270278 -0.091517 -2.559025 0.00 0.00 -0.01 0.374
H 1.031668 1.173526 -0.756826 -0.02 -0.01 -0.06 -1.633
H 0.498565 3.239017 -2.916477 0.00 0.00 0.00 0.325
H 1.551869 3.448458 -1.493573 0.00 0.00 0.00 0.411
H -0.177688 3.228128 -1.272466 -0.01 0.02 0.00 0.221
H 0.210363 0.485106 -4.300381 0.00 0.00 -0.01 0.234
H -1.895235 -0.587946 -5.027477 0.00 0.00 0.00 0.337
H -3.703549 -0.943014 -3.366426 0.00 0.00 0.00 0.312
H -4.585187 -0.764049 -1.381033 0.00 0.00 -0.01 0.405
H -2.777214 -0.941328 1.075476 0.03 0.01 0.00 -0.108
H -3.101267 -2.285410 -0.048464 0.00 0.01 0.00 0.228
H -4.411652 -1.564585 0.898906 0.00 0.00 0.01 0.501
H -3.524315 1.432922 0.458744 -0.01 -0.01 -0.01 0.041
H -5.176965 0.817795 0.407323 0.00 0.00 0.00 0.428
H -4.513462 1.689314 -0.988116 0.01 0.01 0.01 0.318